Entry one
Here is 9 unconnected molecules or ions with the total composition C36H77NO18P from the OMol25 dataset. Energies are from wB97M-V/def2-TZVPD.

Its net charge is -1. As for the spin multiplicity: 1. The calculation puts the frontier orbital gap at 5.9 eV. Its HOMO energy is -4.023 eV. The LUMO energy is 1.9 eV.

CARTESIAN COORDINATES (ANGSTROEM)
C (3.924, -0.773, 2.610)
N (2.828, -0.299, 1.776)
C (1.853, 0.438, 2.571)
C (0.418, 0.417, 2.023)
C (-0.546, 0.803, 3.155)
O (-0.879, -0.356, 3.846)
P (-0.870, -1.822, 2.814)
O (0.024, -0.837, 1.571)
H (4.551, -1.468, 2.044)
H (3.566, -1.317, 3.503)
H (4.549, 0.070, 2.937)
H (2.392, -1.120, 1.352)
H (2.167, 1.495, 2.650)
H (1.804, 0.029, 3.598)
H (0.319, 1.146, 1.192)
H (-0.043, 1.481, 3.872)
H (-1.440, 1.337, 2.776)
H (-1.600, -2.560, 3.816)
H (0.410, -2.171, 3.373)
H (-0.841, -2.951, 1.922)
H (-2.112, -1.334, 2.225)
O (2.524, -3.384, 1.276)
C (2.814, -3.888, 0.223)
O (2.622, -3.148, -0.890)
C (3.000, -3.521, -2.226)
C (1.934, -4.335, -2.916)
C (3.314, -5.297, 0.049)
H (3.972, -4.019, -2.252)
H (3.081, -2.535, -2.674)
H (1.786, -5.304, -2.434)
H (2.209, -4.516, -3.956)
H (0.990, -3.786, -2.888)
H (2.451, -5.965, 0.045)
H (3.944, -5.555, 0.899)
H (3.877, -5.432, -0.869)
O (2.468, -0.736, -3.819)
C (2.309, -0.020, -2.852)
O (1.273, 0.840, -2.877)
C (0.866, 1.544, -1.686)
C (1.678, 2.800, -1.451)
C (3.231, -0.040, -1.658)
H (0.886, 0.874, -0.827)
H (-0.178, 1.795, -1.874)
H (2.729, 2.569, -1.274)
H (1.294, 3.328, -0.577)
H (1.614, 3.461, -2.317)
H (4.098, 0.585, -1.885)
H (3.578, -1.057, -1.515)
H (2.796, 0.285, -0.717)
O (5.170, -6.350, -2.461)
C (5.343, -6.704, -3.600)
O (5.053, -5.835, -4.584)
C (5.308, -6.105, -5.971)
C (4.205, -6.923, -6.606)
C (5.802, -8.101, -3.939)
H (6.290, -6.566, -6.094)
H (5.359, -5.115, -6.423)
H (4.129, -7.914, -6.155)
H (4.406, -7.047, -7.672)
H (3.243, -6.426, -6.479)
H (4.926, -8.750, -3.924)
H (6.483, -8.427, -3.156)
H (6.289, -8.196, -4.906)
O (7.039, 0.631, -1.221)
C (7.737, -0.278, -0.866)
O (7.552, -1.486, -1.448)
C (8.402, -2.609, -1.202)
C (7.999, -3.374, 0.042)
C (8.753, -0.125, 0.242)
H (9.448, -2.297, -1.174)
H (8.275, -3.234, -2.087)
H (8.096, -2.765, 0.942)
H (8.629, -4.257, 0.155)
H (6.959, -3.696, -0.038)
H (8.227, -0.228, 1.192)
H (9.157, 0.883, 0.183)
H (9.568, -0.843, 0.217)
O (0.857, -6.371, -5.353)
C (-0.008, -5.538, -5.455)
O (0.175, -4.545, -6.347)
C (-0.780, -3.492, -6.548)
C (-0.612, -2.381, -5.533)
C (-1.207, -5.523, -4.540)
H (-1.795, -3.891, -6.560)
H (-0.565, -3.128, -7.554)
H (-0.805, -2.730, -4.518)
H (-1.305, -1.567, -5.751)
H (0.407, -1.991, -5.561)
H (-0.902, -5.049, -3.606)
H (-1.475, -6.555, -4.325)
H (-2.074, -4.998, -4.930)
O (-3.787, 7.114, 3.816)
C (-3.508, 6.014, 4.231)
O (-3.212, 5.050, 3.335)
C (-2.739, 3.746, 3.718)
C (-3.859, 2.805, 4.106)
C (-3.567, 5.661, 5.693)
H (-1.986, 3.830, 4.504)
H (-2.237, 3.369, 2.829)
H (-4.399, 3.155, 4.986)
H (-3.447, 1.816, 4.317)
H (-4.571, 2.712, 3.284)
H (-4.607, 5.420, 5.922)
H (-3.293, 6.542, 6.269)
H (-2.932, 4.829, 5.986)
O (-6.680, 5.616, 7.064)
C (-7.539, 5.944, 6.283)
O (-7.178, 6.656, 5.203)
C (-8.091, 6.978, 4.137)
C (-8.912, 8.212, 4.439)
C (-8.996, 5.629, 6.517)
H (-8.712, 6.118, 3.889)
H (-7.442, 7.152, 3.284)
H (-9.563, 8.066, 5.303)
H (-9.537, 8.454, 3.578)
H (-8.255, 9.058, 4.647)
H (-9.401, 6.388, 7.189)
H (-9.052, 4.665, 7.016)
H (-9.600, 5.605, 5.614)
O (-9.712, 6.023, 0.730)
C (-8.597, 5.714, 0.387)
O (-7.825, 5.045, 1.259)
C (-6.501, 4.567, 0.944)
C (-5.463, 5.651, 1.123)
C (-8.037, 6.122, -0.955)
H (-6.483, 4.120, -0.050)
H (-6.342, 3.761, 1.660)
H (-5.619, 6.479, 0.429)
H (-4.461, 5.253, 0.965)
H (-5.499, 6.049, 2.136)
H (-7.670, 7.146, -0.868)
H (-8.855, 6.111, -1.672)
H (-7.229, 5.496, -1.318)

Entry two
Here is 9 unconnected molecules or ions with the total composition C36H77NO18P from the OMol25 dataset. Energies are from wB97M-V/def2-TZVPD.

Its net charge is -1. As for the spin multiplicity: 1. The calculation puts the frontier orbital gap at 5.9 eV. Its HOMO energy is -3.975 eV. The LUMO energy is 1.9 eV.

CARTESIAN COORDINATES (ANGSTROEM)
C (-1.962, 4.231, -0.542)
N (-1.432, 2.875, -0.607)
C (-2.423, 1.937, -0.102)
C (-1.864, 0.646, 0.520)
C (-2.982, 0.051, 1.392)
O (-2.889, 0.621, 2.664)
P (-1.215, 1.067, 3.083)
O (-0.762, 0.855, 1.340)
H (-1.156, 4.943, -0.747)
H (-2.353, 4.481, 0.458)
H (-2.754, 4.371, -1.288)
H (-0.587, 2.851, -0.038)
H (-3.098, 1.628, -0.917)
H (-3.036, 2.405, 0.686)
H (-1.583, -0.086, -0.263)
H (-3.977, 0.342, 1.009)
H (-2.968, -1.054, 1.412)
H (-1.554, 1.193, 4.482)
H (-1.544, 2.433, 2.771)
H (0.160, 1.406, 3.369)
H (-0.951, -0.361, 3.241)
O (0.726, 4.113, 1.273)
C (1.850, 4.320, 0.901)
O (2.356, 3.454, 0.004)
C (3.619, 3.555, -0.669)
C (4.743, 2.947, 0.133)
C (2.735, 5.424, 1.420)
H (3.843, 4.579, -0.973)
H (3.408, 2.962, -1.553)
H (4.922, 3.493, 1.061)
H (5.669, 2.949, -0.444)
H (4.488, 1.916, 0.389)
H (3.184, 5.095, 2.357)
H (2.120, 6.299, 1.619)
H (3.519, 5.706, 0.723)
O (3.374, 1.225, -2.830)
C (2.190, 0.980, -2.748)
O (1.808, -0.310, -2.723)
C (0.455, -0.679, -2.407)
C (-0.454, -0.617, -3.617)
C (1.151, 2.075, -2.706)
H (0.080, -0.078, -1.578)
H (0.532, -1.704, -2.047)
H (-0.534, 0.399, -4.005)
H (-1.454, -0.961, -3.351)
H (-0.065, -1.252, -4.415)
H (0.947, 2.392, -3.731)
H (1.569, 2.917, -2.165)
H (0.214, 1.818, -2.219)
O (5.214, 6.827, -0.209)
C (6.336, 6.887, -0.643)
O (6.729, 5.949, -1.522)
C (7.992, 5.987, -2.198)
C (9.107, 5.402, -1.358)
C (7.317, 7.934, -0.172)
H (8.214, 7.001, -2.535)
H (7.835, 5.381, -3.089)
H (9.272, 5.982, -0.448)
H (10.037, 5.390, -1.930)
H (8.859, 4.385, -1.057)
H (7.752, 7.590, 0.766)
H (6.763, 8.850, 0.019)
H (8.118, 8.150, -0.874)
O (0.162, 4.958, -5.189)
C (0.288, 6.109, -4.877)
O (1.422, 6.481, -4.244)
C (1.750, 7.843, -3.965)
C (1.118, 8.340, -2.682)
C (-0.807, 7.125, -5.116)
H (1.503, 8.477, -4.820)
H (2.835, 7.842, -3.870)
H (0.029, 8.334, -2.736)
H (1.446, 9.360, -2.475)
H (1.414, 7.703, -1.848)
H (-1.530, 7.041, -4.305)
H (-1.302, 6.868, -6.049)
H (-0.465, 8.155, -5.176)
O (8.022, 2.490, 0.808)
C (7.821, 1.303, 0.812)
O (8.023, 0.623, -0.334)
C (7.863, -0.797, -0.437)
C (6.419, -1.184, -0.678)
C (7.256, 0.597, 2.020)
H (8.286, -1.296, 0.437)
H (8.477, -1.077, -1.292)
H (5.779, -0.897, 0.156)
H (6.337, -2.263, -0.817)
H (6.039, -0.687, -1.570)
H (6.175, 0.745, 2.019)
H (7.666, 1.071, 2.908)
H (7.465, -0.468, 2.065)
O (-6.974, -5.613, -0.409)
C (-6.731, -4.692, 0.334)
O (-5.471, -4.226, 0.365)
C (-5.063, -3.058, 1.100)
C (-4.813, -3.353, 2.563)
C (-7.749, -4.162, 1.306)
H (-5.781, -2.249, 0.962)
H (-4.134, -2.746, 0.629)
H (-5.719, -3.686, 3.071)
H (-4.442, -2.456, 3.062)
H (-4.063, -4.139, 2.664)
H (-7.722, -4.818, 2.176)
H (-8.730, -4.241, 0.845)
H (-7.597, -3.133, 1.624)
O (-8.620, -6.293, 3.781)
C (-8.059, -7.358, 3.711)
O (-7.526, -7.714, 2.529)
C (-6.670, -8.855, 2.360)
C (-7.456, -10.133, 2.159)
C (-7.979, -8.302, 4.887)
H (-5.959, -8.930, 3.183)
H (-6.093, -8.625, 1.467)
H (-8.058, -10.380, 3.035)
H (-6.773, -10.962, 1.969)
H (-8.129, -10.029, 1.308)
H (-8.909, -8.869, 4.934)
H (-7.894, -7.704, 5.791)
H (-7.145, -8.996, 4.848)
O (-3.704, -10.766, 2.367)
C (-3.297, -9.819, 1.740)
O (-3.664, -8.588, 2.130)
C (-3.162, -7.382, 1.521)
C (-3.946, -7.024, 0.281)
C (-2.452, -9.994, 0.500)
H (-2.089, -7.458, 1.340)
H (-3.300, -6.621, 2.288)
H (-3.847, -7.787, -0.494)
H (-3.617, -6.071, -0.129)
H (-5.005, -6.934, 0.522)
H (-3.117, -10.197, -0.340)
H (-1.812, -10.860, 0.651)
H (-1.830, -9.139, 0.253)

Which is most stable, and by how much? entry one, by 0.235 eV.

Entry one
Here is 3 unconnected molecules or ions with the total composition C9H16N from the OMol25 dataset. Energies are from wB97M-V/def2-TZVPD.

Its net charge is +1. As for the spin multiplicity: 1. The calculation puts the frontier orbital gap at 6.7 eV. Its HOMO energy is -13.546 eV. The LUMO energy is -6.8 eV.

CARTESIAN COORDINATES (ANGSTROEM)
C (-1.631, -0.549, -0.417)
C (0.332, 0.467, -1.685)
C (0.687, -1.566, -0.217)
C (-0.820, 0.727, -0.729)
C (-0.439, -0.948, 0.639)
C (1.102, -0.152, -0.501)
C (-1.454, 2.092, -0.654)
C (-0.899, -1.279, 1.940)
C (2.555, 0.266, -0.250)
N (0.095, 0.423, 0.406)
H (-2.535, -0.246, 0.126)
H (-1.646, -1.292, -1.189)
H (0.140, -0.095, -2.600)
H (0.786, 1.399, -2.140)
H (1.494, -2.162, 0.192)
H (0.561, -2.348, -0.984)
H (-1.610, 2.457, -1.743)
H (-0.794, 2.664, -0.053)
H (-2.524, 2.335, -0.349)
H (-1.828, -0.920, 2.465)
H (-0.063, -0.497, 2.861)
H (-0.629, -2.275, 2.223)
H (2.528, 1.319, 0.021)
H (3.118, 0.177, -1.218)
H (2.923, -0.073, 0.650)
H (0.550, 0.077, 3.205)

Entry two
Here is a gas-phase ion, C9H16N (charge +1) from the OMol25 dataset. Energies are from wB97M-V/def2-TZVPD.

Its net charge is +1. As for the spin multiplicity: 1. The calculation puts the frontier orbital gap at 10.2 eV. As for the SMILES: C=C=C/C(C)=C(/C)[NH2+]CC. Its HOMO energy is -12.983 eV. The LUMO energy is -2.7 eV.

CARTESIAN COORDINATES (ANGSTROEM)
C (0.176, 1.911, 0.964)
C (1.124, 1.235, -0.028)
C (-0.585, 1.326, 1.748)
C (-1.373, 0.870, 2.651)
C (1.018, -0.070, -0.274)
C (2.140, 2.212, -0.521)
C (2.036, -0.802, -1.167)
C (-2.494, -1.391, -0.182)
C (-1.330, -0.567, -0.600)
N (-0.095, -0.845, 0.216)
H (0.461, 2.968, 0.931)
H (-0.980, 0.499, 3.593)
H (-2.436, 0.637, 2.495)
H (2.966, 1.605, -1.026)
H (2.535, 2.808, 0.278)
H (1.450, 2.640, -1.233)
H (2.281, -0.138, -2.031)
H (1.651, -1.812, -1.638)
H (3.008, -0.937, -0.591)
H (-3.226, -0.679, 0.236)
H (-2.914, -1.954, -0.973)
H (-2.288, -2.182, 0.585)
H (-1.486, 0.573, -0.566)
H (-0.944, -0.839, -1.640)
H (0.145, -1.803, 0.044)
H (-0.408, -0.723, 1.245)

Which is most stable, and by how much? entry two, by 4.284 eV.

Entry one
Here is 2 unconnected molecules or ions with the total composition C2H11N2O from the OMol25 dataset. Energies are from wB97M-V/def2-TZVPD.

Its net charge is +1. As for the spin multiplicity: 1. The calculation puts the frontier orbital gap at 10.9 eV. Its HOMO energy is -14.218 eV. The LUMO energy is -3.3 eV.

CARTESIAN COORDINATES (ANGSTROEM)
C (1.781, -0.906, -1.635)
N (1.567, -0.898, -0.190)
H (2.538, -1.610, -1.977)
H (0.879, -0.964, -2.244)
H (2.232, 0.028, -1.995)
H (1.991, -0.090, 0.247)
H (2.080, -1.690, 0.168)
H (-0.252, -0.685, 0.174)
N (-1.279, -0.519, 0.327)
C (-1.627, 0.930, 0.439)
O (-0.548, 1.474, 1.160)
H (-1.683, -1.030, 1.080)
H (-1.748, -0.959, -0.473)
H (-1.613, 1.429, -0.531)
H (-2.639, 0.969, 0.843)
H (-0.891, 2.278, 1.577)

Entry two
Here is 2 unconnected molecules or ions with the total composition C2H11N2O from the OMol25 dataset. Energies are from wB97M-V/def2-TZVPD.

Its net charge is +1. As for the spin multiplicity: 1. The calculation puts the frontier orbital gap at 11.6 eV. Its HOMO energy is -14.673 eV. The LUMO energy is -3.1 eV.

CARTESIAN COORDINATES (ANGSTROEM)
C (-1.682, -0.729, -1.033)
N (-1.444, 0.519, -0.241)
H (-2.601, -0.626, -1.606)
H (-1.707, -1.594, -0.370)
H (-0.855, -0.864, -1.719)
H (-1.803, 0.430, 0.714)
H (-0.405, 0.726, -0.126)
H (-1.954, 1.302, -0.664)
N (1.252, 1.107, 0.218)
C (1.777, -0.101, 0.838)
O (0.691, -1.026, 0.891)
H (1.568, 1.187, -0.737)
H (1.404, 1.960, 0.741)
H (2.121, 0.112, 1.856)
H (2.606, -0.480, 0.252)
H (1.033, -1.923, 0.987)

Entry three
Here is 2 unconnected molecules or ions with the total composition C2H11N2O from the OMol25 dataset. Energies are from wB97M-V/def2-TZVPD.

Its net charge is +1. As for the spin multiplicity: 1. The calculation puts the frontier orbital gap at 11.2 eV. Its HOMO energy is -14.321 eV. The LUMO energy is -3.1 eV.

CARTESIAN COORDINATES (ANGSTROEM)
C (0.099, 1.987, -0.239)
N (-0.521, 2.253, 1.053)
C (-0.414, 0.699, -0.830)
N (-0.263, -0.407, 0.230)
H (1.171, 2.136, -0.200)
H (-0.150, 2.734, -1.010)
H (0.157, 2.642, 1.698)
H (-1.234, 2.961, 0.969)
H (0.109, 0.464, -1.753)
H (-1.487, 0.704, -0.995)
H (-1.107, -0.738, 0.681)
H (0.221, -1.217, -0.153)
H (0.180, 0.041, 1.035)
H (1.572, -4.325, 0.087)
H (0.389, -4.232, -0.895)
O (0.912, -3.720, -0.265)

Which is most stable, and by how much? entry two, by 0.189 eV.

Entry one
Here is 2 unconnected molecules or ions with the total composition C3H4BrNO from the OMol25 dataset. Energies are from wB97M-V/def2-TZVPD.

Its net charge is 0. As for the spin multiplicity: 1. The calculation puts the frontier orbital gap (spin up / spin down) at 6.3 / 8.7 eV. Its HOMO energy (spin up / spin down) is -7.227 / -8.894 eV. The LUMO energy (spin up / spin down) is -0.9 / -0.2 eV.

CARTESIAN COORDINATES (ANGSTROEM)
C (-1.623, -0.151, 0.803)
C (-0.831, 0.393, -0.210)
C (0.297, 1.140, -0.230)
N (1.612, -0.973, -0.118)
O (1.052, 2.000, -0.360)
Br (3.374, -0.558, 0.063)
H (-2.511, -0.648, 0.469)
H (-1.427, 0.207, 1.828)
H (-1.179, -0.035, -1.196)
H (1.235, -1.375, -1.049)

Entry two
Here is 2 unconnected molecules or ions with the total composition C3H4BrNO from the OMol25 dataset. Energies are from wB97M-V/def2-TZVPD.

Its net charge is 0. As for the spin multiplicity: 1. The calculation puts the frontier orbital gap (spin up / spin down) at 8.3 / 8.3 eV. Its HOMO energy (spin up / spin down) is -8.400 / -8.400 eV. The LUMO energy (spin up / spin down) is -0.1 / -0.1 eV.

CARTESIAN COORDINATES (ANGSTROEM)
C (2.055, -0.034, -1.620)
C (0.464, -1.725, -0.897)
C (-0.246, 1.591, 1.173)
N (1.282, -0.753, -1.060)
O (-0.131, 0.433, 1.364)
Br (2.141, 1.785, -1.064)
H (-0.474, -1.598, -1.465)
H (0.887, -2.439, -0.196)
H (-0.473, 1.860, 0.183)
H (-0.084, 2.350, 1.972)

Entry three
Here is 2 unconnected molecules or ions with the total composition C3H4BrNO from the OMol25 dataset. Energies are from wB97M-V/def2-TZVPD.

Its net charge is 0. As for the spin multiplicity: 1. The calculation puts the frontier orbital gap (spin up / spin down) at 8.1 / 8.1 eV. Its HOMO energy (spin up / spin down) is -8.095 / -8.096 eV. The LUMO energy (spin up / spin down) is 0.0 / 0.0 eV.

CARTESIAN COORDINATES (ANGSTROEM)
C (0.347, 0.293, -1.527)
C (1.003, 1.913, 0.229)
C (-0.749, -1.777, 0.728)
N (0.589, 1.066, -0.610)
O (0.300, -1.306, 1.015)
Br (-1.246, -0.593, -1.923)
H (1.704, 1.572, 0.894)
H (0.663, 2.838, 0.019)
H (-0.958, -2.884, 0.828)
H (-1.653, -1.122, 0.347)

Which is most stable, and by how much? entry two, by 0.362 eV.